1.
Below is a molecular structure, C69H135Hg2N7O11 at a distorted geometry, with properties calculated with wB97M-V/def2-TZVPD.

Last column: Löwdin charge in e.
Element x y z (Å)
1 Hg 17.1849 19.0642 21.1976  1.37
2 Hg 20.9117 13.0302 16.6421  1.33
3 C 20.1234 15.7615 20.0660  0.05
4 C 19.0069 16.5348 20.2400  -0.35
5 C 17.8950 16.6451 19.2231  -0.31
6 O 16.8524 17.4263 19.4295  -0.12
7 C 17.8326 15.7772 18.1744  0.04
8 C 18.9315 14.8656 17.9130  -0.26
9 C 20.2134 14.9310 18.8424  -0.26
10 O 21.2248 14.3066 18.4742  -0.09
11 O 18.9745 14.0080 17.0081  -0.10
12 O 19.0229 17.1626 21.3656  -0.08
13 H 20.9277 15.6503 20.7782  0.09
14 H 17.0026 15.7629 17.4835  0.12
15 C 17.4113 12.1321 12.6276  -0.02
16 C 17.3456 13.1526 11.4391  -0.46
17 C 15.8040 13.4322 11.2252  -0.14
18 C 15.0973 14.2532 12.3019  -0.17
19 C 15.9561 15.5647 12.3205  -0.12
20 C 17.4569 15.4025 12.6965  -0.50
21 N 18.0063 14.4347 11.7734  -0.13
22 O 19.4039 14.3777 11.7077  0.00
23 C 18.1333 16.7548 12.3983  -0.03
24 C 17.6650 14.9988 14.1709  -0.02
25 C 17.8335 12.6274 10.0865  -0.03
26 H 18.4062 12.1024 13.0719  0.06
27 H 17.0987 11.2003 12.1563  0.09
28 H 16.7546 12.4955 13.4180  0.06
29 H 15.5787 13.8176 10.2308  0.12
30 H 15.3358 12.4528 11.3231  0.11
31 H 14.9002 13.7554 13.2514  0.10
32 H 14.0888 14.5802 12.0485  0.11
33 H 15.5003 16.2298 13.0540  0.11
34 H 15.7734 16.0900 11.3831  0.13
35 H 17.4531 17.5781 12.6165  0.08
36 H 19.0862 16.8942 12.9088  0.06
37 H 18.3216 16.8067 11.3260  0.09
38 H 17.8033 15.8638 14.8196  0.07
39 H 16.7834 14.4315 14.4690  0.07
40 H 18.5847 14.4215 14.2655  0.06
41 H 18.9031 12.4233 10.0378  0.08
42 H 17.6115 13.3561 9.3068  0.09
43 H 17.4515 11.6522 9.7848  0.09
44 H 19.7368 13.8743 12.4542  0.07
45 C 20.6856 17.4114 15.6855  -0.01
46 C 22.2519 17.4894 15.9153  -0.46
47 C 22.4732 18.5585 16.9564  -0.16
48 C 23.8819 18.6702 17.4842  -0.19
49 C 24.4397 17.3670 17.9318  -0.13
50 C 24.2050 16.1735 16.9042  -0.45
51 N 22.8008 16.1939 16.4459  -0.08
52 O 22.4374 15.0510 15.7177  -0.08
53 C 25.2749 16.1555 15.8228  -0.01
54 C 24.3884 14.8892 17.8865  -0.03
55 C 22.8402 17.9437 14.5594  -0.02
56 H 20.1508 17.0652 16.5699  0.06
57 H 20.5407 16.5965 14.9761  0.06
58 H 20.2486 18.3580 15.3676  0.10
59 H 22.2704 19.5402 16.5283  0.13
60 H 21.7056 18.4489 17.7225  0.10
61 H 23.9791 19.2462 18.4044  0.11
62 H 24.4863 19.0261 16.6499  0.11
63 H 23.8669 17.1266 18.8275  0.12
64 H 25.5140 17.5387 17.9994  0.13
65 H 26.1750 15.8503 16.3564  0.09
66 H 25.0010 15.4770 15.0148  0.09
67 H 25.4319 17.2014 15.5590  0.08
68 H 24.3919 14.0220 17.2262  0.05
69 H 25.3337 14.8503 18.4278  0.09
70 H 23.5124 14.6230 18.4780  0.04
71 H 23.8682 18.3059 14.5596  0.08
72 H 22.2209 18.6280 13.9796  0.09
73 H 22.7296 17.0908 13.8898  0.08
74 H 22.8664 15.1514 14.8647  0.09
75 C 26.3123 15.8180 24.5930  -0.04
76 C 24.8919 15.1937 24.7218  -0.45
77 C 23.9002 16.3994 24.9321  -0.13
78 C 22.5039 16.1558 24.4574  -0.18
79 C 22.5415 15.5563 23.0305  -0.14
80 C 23.3940 14.3164 22.8897  -0.49
81 N 24.7158 14.5833 23.4107  -0.12
82 O 25.7546 13.6338 23.1270  0.00
83 C 22.8152 13.0888 23.6612  -0.01
84 C 23.5071 14.0296 21.3798  -0.04
85 C 24.8314 14.2745 25.9651  -0.02
86 H 27.0694 15.0408 24.4884  0.08
87 H 26.6460 16.4299 25.4310  0.09
88 H 26.3666 16.5708 23.8066  0.08
89 H 23.6846 16.6035 25.9809  0.11
90 H 24.2595 17.3570 24.5553  0.11
91 H 21.8205 17.0011 24.5393  0.09
92 H 22.0637 15.3939 25.1007  0.10
93 H 22.9927 16.2788 22.3504  0.10
94 H 21.5266 15.5611 22.6327  0.10
95 H 22.1531 13.3587 24.4839  0.07
96 H 22.2851 12.4554 22.9498  0.07
97 H 23.6248 12.4627 24.0363  0.08
98 H 23.9371 14.8207 20.7656  0.07
99 H 24.1405 13.1700 21.1607  0.08
100 H 22.5337 13.8847 20.9111  0.06
101 H 25.7250 13.6633 26.0917  0.09
102 H 23.9813 13.5929 25.9956  0.07
103 H 24.6508 14.8648 26.8634  0.08
104 H 26.4739 14.1761 22.7953  0.09
105 C 14.3876 14.9492 20.2955  -0.03
106 C 13.0371 15.5140 19.8557  -0.43
107 C 12.2684 14.3922 19.1108  -0.14
108 C 10.7519 14.6438 19.0427  -0.16
109 C 10.2100 14.8518 20.4796  -0.12
110 C 10.8017 16.1649 21.0884  -0.50
111 N 12.2651 16.1411 20.9766  -0.11
112 O 12.8668 17.2513 21.5408  -0.04
113 C 10.1059 17.3899 20.4011  -0.02
114 C 10.3846 16.1609 22.5525  -0.04
115 C 13.3336 16.7031 18.8189  -0.02
116 H 14.2994 14.0353 20.8829  0.09
117 H 14.9466 15.7015 20.8519  0.06
118 H 14.9615 14.6598 19.4152  0.08
119 H 12.6231 14.3097 18.0834  0.12
120 H 12.4553 13.3797 19.4686  0.11
121 H 10.0782 13.9153 18.5917  0.11
122 H 10.7861 15.5212 18.3968  0.09
123 H 10.5873 14.0491 21.1133  0.12
124 H 9.1228 14.8360 20.5565  0.12
125 H 10.3281 17.4242 19.3346  0.06
126 H 9.0231 17.2655 20.4143  0.09
127 H 10.4543 18.2981 20.8930  0.07
128 H 11.1516 15.6306 23.1168  0.08
129 H 10.4760 17.1473 23.0070  0.07
130 H 9.4722 15.6431 22.8486  0.09
131 H 13.8955 17.5567 19.1981  0.06
132 H 12.4422 17.0654 18.3067  0.07
133 H 14.0772 16.3112 18.1249  0.07
134 H 12.5317 17.9502 20.9742  0.09
135 C 13.4354 18.7023 24.6493  -0.04
136 C 14.9310 19.0397 24.7868  -0.45
137 C 15.3527 19.1194 26.2870  -0.08
138 C 15.5906 17.6421 26.8761  -0.16
139 C 16.5703 16.7760 26.0950  -0.16
140 C 16.1162 16.7278 24.6272  -0.46
141 N 15.9334 18.1082 24.1001  -0.07
142 O 15.6985 18.0254 22.7497  -0.12
143 C 17.3618 15.9963 23.9233  -0.02
144 C 14.8633 15.8463 24.5889  -0.02
145 C 14.9535 20.4825 24.1990  -0.04
146 H 12.8968 19.5354 25.1009  0.10
147 H 13.1758 17.8195 25.2335  0.08
148 H 13.0260 18.4790 23.6640  0.07
149 H 16.2498 19.7198 26.4380  0.11
150 H 14.6006 19.6210 26.8960  0.12
151 H 14.6386 17.1194 26.9685  0.09
152 H 15.9025 17.6382 27.9205  0.11
153 H 16.5345 15.7926 26.5637  0.13
154 H 17.5827 17.1564 26.2303  0.12
155 H 17.6113 15.0725 24.4453  0.09
156 H 17.0997 15.8163 22.8807  0.06
157 H 18.3141 16.5167 24.0249  0.06
158 H 14.0740 16.1669 23.9090  0.07
159 H 15.2247 14.8599 24.2981  0.09
160 H 14.3608 15.6303 25.5317  0.09
161 H 14.4329 20.6260 23.2522  0.08
162 H 15.9618 20.8625 24.0343  0.06
163 H 14.5130 21.1622 24.9284  0.09
164 H 14.7958 17.7198 22.6344  0.07
165 C 21.8922 9.0584 18.6629  0.01
166 C 21.7917 9.9632 17.3864  -0.47
167 C 22.0458 9.1324 16.1477  -0.12
168 C 20.8057 8.2694 15.7508  -0.16
169 C 19.6446 9.1971 15.4668  -0.12
170 C 19.2400 10.0826 16.7029  -0.47
171 N 20.4925 10.6471 17.2743  -0.15
172 O 20.1219 11.3301 18.3838  -0.06
173 C 18.2630 11.1208 16.2052  -0.04
174 C 18.4835 9.2212 17.7370  -0.01
175 C 22.8814 11.1035 17.5494  -0.04
176 H 21.6584 9.6917 19.5187  0.08
177 H 22.8971 8.6584 18.7982  0.11
178 H 21.1068 8.3028 18.6836  0.08
179 H 22.2144 9.7021 15.2339  0.12
180 H 22.9513 8.5706 16.3770  0.13
181 H 20.6304 7.5744 16.5720  0.11
182 H 20.9429 7.6698 14.8509  0.12
183 H 18.7996 8.6672 15.0271  0.13
184 H 20.0483 9.8325 14.6785  0.12
185 H 17.5725 10.6974 15.4757  0.10
186 H 17.6633 11.5722 16.9956  0.10
187 H 18.7886 11.8704 15.6135  0.04
188 H 19.0395 8.4337 18.2457  0.08
189 H 18.1215 9.8208 18.5722  0.09
190 H 17.5537 8.7921 17.3634  0.11
191 H 23.0318 11.6478 16.6170  0.06
192 H 23.8713 10.6720 17.6977  0.10
193 H 22.8510 11.8020 18.3857  0.08
194 H 20.0016 10.6182 19.0166  0.10
195 C 20.7909 22.0394 20.4982  0.00
196 C 20.2384 20.5940 20.6765  -0.40
197 C 21.5027 19.5520 20.6938  -0.10
198 C 22.1904 19.4802 22.0620  -0.13
199 C 21.1445 19.4471 23.2757  -0.13
200 C 20.0086 20.4328 23.1796  -0.51
201 N 19.3621 20.3599 21.9130  -0.13
202 O 18.1408 21.0121 21.9129  -0.09
203 C 19.1593 19.8728 24.3416  -0.03
204 C 20.5327 21.8789 23.6280  0.02
205 C 19.3957 20.1967 19.4597  -0.06
206 H 20.0541 22.7233 20.9193  0.08
207 H 20.7296 22.2356 19.4278  0.09
208 H 21.8264 22.0606 20.8382  0.09
209 H 21.2154 18.5889 20.2719  0.09
210 H 22.2456 19.9431 19.9987  0.10
211 H 22.8269 20.3588 22.1667  0.10
212 H 22.8381 18.6038 22.0835  0.10
213 H 21.5954 19.4438 24.2681  0.13
214 H 20.7686 18.4399 23.0961  0.10
215 H 18.2255 20.4342 24.3745  0.06
216 H 18.7818 18.8503 24.3307  0.07
217 H 19.6701 20.0308 25.2914  0.10
218 H 21.3437 22.0647 22.9238  0.06
219 H 19.8282 22.6707 23.3732  0.08
220 H 20.8917 21.9105 24.6567  0.10
221 H 18.4975 20.8118 19.4046  0.08
222 H 19.0729 19.1609 19.5652  0.03
223 H 19.9085 20.3204 18.5059  0.10
224 H 18.3328 21.9497 21.9877  0.11

Output
HOMO energy = -11.0965 eV
HOMO-LUMO gap = 4.71 eV
total charge = +2
calculated total energy = -4226.7922 Ha

=====

2.
Below is a molecular structure, C44H48N2O5PdSTe, with properties calculated with wB97M-V/def2-TZVPD.

Last column: Löwdin charge in e.
Element x y z (Å)
1 Pd -0.4078 -1.2510 0.6569  0.58
2 C 2.2353 4.5711 0.1611  0.02
3 C 2.0592 3.0721 0.2781  -0.62
4 C 3.3929 2.3315 0.3485  0.02
5 O 1.2751 2.8029 1.4154  -0.05
6 C 0.6145 1.5426 1.1899  -0.13
7 C 0.6236 1.4173 -0.3893  -0.12
8 O 1.2913 2.6239 -0.8058  -0.04
9 C -0.6242 1.1012 -1.2726  -0.44
10 O -0.9562 -0.2186 -1.1258  -0.35
11 C -0.2291 1.3184 -2.7733  -0.10
12 C -0.2129 0.2030 -3.6020  -0.03
13 C 0.0983 0.3126 -4.9526  -0.11
14 C 0.3928 1.5489 -5.5059  -0.13
15 C 0.3535 2.6772 -4.6938  -0.10
16 C 0.0400 2.5629 -3.3482  -0.03
17 C -1.8022 2.0781 -1.0638  -0.11
18 C -3.0829 1.6101 -1.3416  -0.03
19 C -4.1809 2.4537 -1.2922  -0.09
20 C -4.0218 3.7966 -0.9724  -0.13
21 C -2.7533 4.2747 -0.6866  -0.10
22 C -1.6572 3.4224 -0.7296  -0.04
23 C -0.6579 1.3583 2.0957  -0.44
24 O -1.4127 0.3538 1.5802  -0.34
25 C -1.5455 2.6124 2.3180  -0.10
26 C -2.9129 2.4544 2.1117  -0.02
27 C -3.7978 3.4912 2.3664  -0.10
28 C -3.3338 4.7155 2.8253  -0.13
29 C -1.9720 4.8830 3.0397  -0.11
30 C -1.0890 3.8380 2.8022  -0.03
31 C -0.1564 0.9913 3.5274  -0.12
32 C 0.9429 1.5702 4.1591  -0.04
33 C 1.3167 1.1796 5.4394  -0.11
34 C 0.5960 0.2054 6.1142  -0.13
35 C -0.4999 -0.3772 5.4913  -0.09
36 C -0.8678 0.0123 4.2128  -0.02
37 H 2.7612 4.9572 1.0353  0.08
38 H 1.2530 5.0388 0.0983  0.08
39 H 2.8089 4.8171 -0.7339  0.09
40 H 4.0065 2.7373 1.1550  0.08
41 H 3.9288 2.4342 -0.5963  0.09
42 H 3.2346 1.2711 0.5458  0.08
43 H 1.2768 0.7399 1.5314  0.12
44 H 1.2882 0.5768 -0.6167  0.13
45 H -0.4632 -0.7478 -3.1435  0.11
46 H 0.1129 -0.5781 -5.5721  0.09
47 H 0.6432 1.6375 -6.5574  0.08
48 H 0.5596 3.6560 -5.1138  0.09
49 H -0.0095 3.4523 -2.7394  0.10
50 H -3.1886 0.5626 -1.5784  0.07
51 H -5.1700 2.0584 -1.4998  0.09
52 H -4.8812 4.4570 -0.9255  0.09
53 H -2.6115 5.3082 -0.3907  0.10
54 H -0.6789 3.8114 -0.4789  0.10
55 H -3.2419 1.5003 1.7175  0.11
56 H -4.8562 3.3440 2.1799  0.10
57 H -4.0230 5.5326 3.0104  0.08
58 H -1.5917 5.8323 3.4034  0.09
59 H -0.0360 3.9796 2.9957  0.10
60 H 1.5218 2.3232 3.6422  0.10
61 H 2.1844 1.6332 5.9075  0.09
62 H 0.8920 -0.1077 7.1095  0.08
63 H -1.0644 -1.1518 5.9990  0.09
64 H -1.7001 -0.4437 3.6937  0.10
65 C -5.2133 -3.0772 0.1065  -0.50
66 Te -3.3511 -1.9764 0.1741  1.23
67 C -3.1471 -2.5492 2.2152  -0.46
68 H -5.8476 -2.7417 0.9271  -0.02
69 H -5.0175 -4.1452 0.1953  -0.02
70 H -5.7177 -2.8798 -0.8390  -0.03
71 H -3.3173 -3.6241 2.2741  0.00
72 H -3.8766 -2.0062 2.8143  0.00
73 H -2.1354 -2.3235 2.5368  -0.06
74 C 2.8817 -1.8496 -4.1938  -0.12
75 C 3.0848 -2.1366 -2.7113  -0.24
76 C 1.7766 -2.0677 -1.9368  -0.24
77 N 1.9481 -2.5723 -0.5788  -0.06
78 C 0.7249 -2.8292 0.1422  -0.94
79 S 0.8372 -2.7315 1.8991  0.50
80 N -0.0172 -3.9143 -0.4740  0.08
81 C 0.3810 -5.1011 -0.9708  -0.46
82 O -0.3973 -5.8569 -1.5557  0.01
83 C 1.8193 -5.5229 -0.8281  -0.14
84 C 2.4239 -6.1014 -1.9363  -0.04
85 C 3.7392 -6.5404 -1.8673  -0.11
86 C 4.4435 -6.4295 -0.6771  -0.12
87 C 3.8290 -5.8763 0.4398  -0.09
88 C 2.5250 -5.4134 0.3644  -0.04
89 H 3.8244 -1.8757 -4.7473  0.06
90 H 2.4313 -0.8657 -4.3453  0.05
91 H 2.2107 -2.5882 -4.6409  0.07
92 H 3.7899 -1.4071 -2.2949  0.10
93 H 3.5315 -3.1237 -2.5608  0.10
94 H 1.0194 -2.6762 -2.4411  0.12
95 H 1.3820 -1.0425 -1.9369  0.08
96 H 2.4728 -1.9135 -0.0183  0.08
97 H -1.0080 -3.7379 -0.5726  0.06
98 H 1.8469 -6.2036 -2.8466  0.11
99 H 4.2114 -6.9707 -2.7430  0.09
100 H 5.4717 -6.7686 -0.6202  0.09
101 H 4.3736 -5.7839 1.3718  0.10
102 H 2.0530 -4.9479 1.2204  0.06

Output
ΔE to the lowest compared entry with this formula, charge and spin = 0.0 kJ/mol
HOMO energy = -1.8284 eV
HOMO-LUMO gap = 5.86 eV
total charge = -2
calculated total energy = -2985.3252 Ha

=====

3.
Below is a molecular structure, C2H4N3P at a distorted geometry, with properties calculated with wB97M-V/def2-TZVPD.

Last column: natural (NBO) charge in e.
Element x y z (Å)
1 C 1.2991 -0.2668 -0.5532  -0.08
2 C -0.0128 -0.4190 -0.4578  -0.51
3 N 2.1819 -0.3429 0.3851  -0.15
4 N 3.2200 0.3316 0.4601  -0.32
5 N -3.5589 0.1169 0.5631  -0.85
6 P -1.5852 -0.7626 -0.1802  0.71
7 H 1.8204 -0.0600 -1.6237  0.21
8 H 3.9012 0.1600 1.2155  0.34
9 H -3.8655 0.1240 -0.3698  0.32
10 H -3.4002 1.1188 0.5609  0.33

Output
ΔE to the lowest compared entry with this formula, charge and spin = 580.8 kJ/mol
HOMO energy (spin up / spin down) = -8.4242 / -8.7910 eV
HOMO-LUMO gap (spin up / spin down) = 6.92 / 7.13 eV
total charge = 0
calculated total energy = -583.9874 Ha